ORCA calculation (ωB97M-V/def2-TZVPD) on a structure of composition C16H48BaFeN2O14P at a distorted geometry.

Structure (XYZ):
```
83
C16H48BaFeN2O14P (ωB97M-V/def2-TZVPD)
Fe 0.0259 1.3196 -0.6085
Ba -3.3859 -1.2942 1.1082
P -0.2874 -0.5925 0.7281
O 0.6525 -0.5681 -0.4703
O -1.4707 0.0377 -0.0688
O 0.1662 0.7437 1.2888
O -0.6031 -1.8126 1.6261
C -1.7948 -2.0020 5.1015
O -2.1169 -1.7292 3.7276
H -1.0294 -1.3087 5.4503
H -2.6618 -1.9793 5.7617
H -1.2891 -2.9617 5.2086
H -1.3440 -1.7960 3.1621
C 1.8878 -2.0037 3.7642
O 1.3747 -2.8948 2.8769
H 2.6570 -1.3719 3.3201
H 1.1516 -1.4100 4.3061
H 2.3164 -2.5557 4.6007
H 0.8749 -2.4232 2.2064
C 1.8636 5.1050 -0.1194
C 0.9325 3.9308 -0.0407
C -0.5089 4.1519 -0.6180
O -1.2889 2.9522 -0.3667
C -2.6057 3.0667 -0.8858
N 1.5662 2.7782 -0.5828
H 2.2071 5.3623 -1.1214
H 2.7902 4.9643 0.4372
H 1.4239 6.0187 0.2805
H 0.7910 3.6767 1.0098
H -0.4193 4.3763 -1.6809
H -1.0029 4.9963 -0.1373
H -2.6579 3.4603 -1.9009
H -3.1757 3.8369 -0.3662
H -3.1233 2.1143 -0.7707
H 1.8983 3.0949 -1.4826
H 2.3472 2.5177 0.0023
C -1.9868 1.3212 -4.3464
C -1.2838 0.6512 -3.1309
C -0.5977 -0.6752 -3.5659
O 0.3741 -0.3981 -4.5763
C 1.1415 -1.5952 -5.0098
N -0.2133 1.5716 -2.7136
H -1.2092 1.5900 -5.0614
H -2.5024 2.2308 -4.0383
H -2.6325 0.5737 -4.8074
H -2.0654 0.4783 -2.3911
H -1.4150 -1.2890 -3.9444
H -0.0862 -1.1326 -2.7190
H 0.4649 -2.4465 -5.0844
H 1.9172 -1.8947 -4.3050
H 1.7113 -1.4320 -5.9246
H -0.3744 2.4197 -3.2378
H 0.5777 1.2979 -3.2789
C -0.3227 1.9733 4.2836
C 1.2159 2.0545 4.1384
O 1.8011 1.1387 3.2268
O -0.8786 2.2724 3.0440
H -0.7233 2.6178 5.0661
H -0.6042 0.9741 4.6158
H 1.7310 1.9200 5.0896
H 1.6163 3.0657 4.0660
H 1.1135 0.9248 2.5919
H -0.5222 1.7306 2.3361
C -2.0058 -3.5091 -1.2518
C -1.8213 -4.5478 -0.0962
O -1.9139 -3.8546 1.1568
O -3.3149 -2.9090 -1.2632
H -1.8932 -4.0236 -2.2061
H -1.3009 -2.6783 -1.2203
H -0.8252 -4.9871 -0.1498
H -2.5305 -5.3755 -0.0989
H -1.2030 -3.2282 1.3118
H -3.6094 -2.7384 -2.1609
C 3.6112 -1.8586 -1.1204
C 2.6460 -2.9656 -0.6641
O 1.3789 -2.7851 -1.3640
O 3.1768 -0.5629 -0.8322
H 3.9961 -1.9960 -2.1309
H 4.5417 -2.1456 -0.6306
H 2.3823 -2.9989 0.3930
H 3.0490 -3.9500 -0.9020
H 1.0003 -1.9476 -1.0869
H 2.2276 -0.6820 -0.7524
```

Summary:
**Total charge**: +1
**Spin multiplicity**: 5
**ΔE to the lowest compared entry with this formula, charge and spin**: 0.427 eV
**HOMO-LUMO gap (alpha / beta)**: 7.4 / 7.1 eV
**LUMO level (alpha / beta)**: -3.5689 / -3.5714 eV
**Total energy**: -3431.74784 Ha